{
  "formula": "C5H10O",
  "method": "ωB97M-V/def2-TZVPD",
  "species": ["O", "C", "C", "C", "C", "C", "H", "H", "H", "H", "H", "H", "H", "H", "H", "H"],
  "coordinates": [[-1.365, -1.433, -0.630], [-1.029, -0.320, 0.160], [0.313, 1.345, 0.298], [0.434, -0.156, 0.671], [1.489, -0.891, -0.144], [-0.893, 1.000, -0.603], [0.029, 1.967, 1.152], [-1.739, -0.202, 0.991], [1.416, -1.976, -0.018], [-1.758, 1.669, -0.604], [2.491, -0.577, 0.175], [0.582, -0.368, 1.737], [1.183, 1.793, -0.191], [1.398, -0.678, -1.215], [-0.593, 0.801, -1.637], [-1.946, -2.006, -0.123]],
  "mulliken_charge": [-0.566, 0.041, -0.615, 0.201, -1.392, -0.814, 0.268, 0.336, 0.311, 0.310, 0.388, 0.336, 0.307, 0.298, 0.256, 0.335],
  "multiplicity": 1,
  "smiles": "C[C@H]1CC[C@H]1O",
  "gap_ev": 10.75,
  "mol_weight_g_mol": 86.134,
  "de_lowest_kj_mol": 86.3,
  "max_force_ev_per_a": 0.3
}

***

{
  "formula": "C36H29Cl3N10O2SScSe3Te",
  "method": "ωB97M-V/def2-TZVPD",
  "species": ["Te", "Se", "Se", "Se", "Sc", "Cl", "Cl", "Cl", "S", "O", "O", "N", "N", "N", "N", "N", "N", "N", "N", "N", "N", "C", "C", "C", "C", "C", "C", "C", "C", "C", "C", "C", "C", "C", "C", "C", "C", "C", "C", "C", "C", "C", "C", "C", "C", "C", "C", "C", "C", "C", "C", "C", "C", "C", "C", "C", "C", "H", "H", "H", "H", "H", "H", "H", "H", "H", "H", "H", "H", "H", "H", "H", "H", "H", "H", "H", "H", "H", "H", "H", "H", "H", "H", "H", "H", "H"],
  "coordinates": [[-1.827, 4.815, -1.570], [-0.858, 2.694, -2.535], [0.049, 5.583, -0.118], [-0.060, 4.274, 1.841], [-0.162, 2.446, -0.047], [-5.088, -2.360, 2.259], [-1.045, -5.013, 0.034], [-6.294, 0.570, -3.865], [-8.057, 2.533, -2.477], [5.567, -0.892, 0.830], [-6.607, -1.576, -0.453], [-4.173, 0.886, 0.799], [0.956, -1.684, -0.936], [7.376, -1.369, 1.966], [-2.156, 1.742, 0.681], [0.298, 0.260, -0.242], [4.024, 3.725, -0.110], [0.586, -1.874, 0.345], [6.788, -2.544, 1.587], [2.050, 2.872, -0.379], [3.864, 3.631, -1.441], [6.641, -0.410, 1.504], [3.852, -5.314, -0.066], [-5.463, 0.333, 0.430], [2.673, 3.116, -1.575], [-3.075, -3.533, 0.982], [-9.008, 2.058, -1.129], [0.776, -0.415, -1.281], [4.733, -3.118, 0.323], [5.228, 4.287, 0.471], [-2.569, 1.765, 1.998], [6.838, 1.024, 1.635], [-3.149, 1.197, -0.006], [-2.368, -3.044, -1.264], [3.685, -2.573, -0.411], [-2.239, -3.773, -0.094], [-5.384, -0.865, -0.539], [0.189, -0.694, 0.733], [5.721, -2.237, 0.926], [5.946, 1.907, 1.023], [-7.920, 0.081, -1.683], [-4.240, -1.831, -0.294], [6.125, 3.273, 1.148], [-7.517, -1.356, -1.533], [7.196, 3.754, 1.896], [8.085, 2.878, 2.497], [2.708, -3.393, -0.952], [1.545, -2.781, -1.701], [7.915, 1.510, 2.367], [2.797, -4.766, -0.784], [2.948, 3.262, 0.520], [-7.430, 0.934, -2.628], [-3.366, -2.088, -1.346], [-3.816, 1.233, 2.077], [4.815, -4.497, 0.499], [-4.067, -2.570, 0.879], [-8.842, 0.748, -0.822], [5.129, 1.500, 0.441], [-5.958, -0.009, 1.332], [-6.086, 1.107, -0.020], [-3.487, -1.539, -2.274], [-8.385, -1.962, -1.282], [5.764, 4.759, -0.351], [-4.471, 1.087, 2.919], [-9.650, 2.782, -0.654], [0.779, -3.536, -1.872], [7.334, 4.824, 2.002], [-1.729, -3.247, -2.113], [-1.963, 2.188, 2.779], [-0.183, -0.496, 1.725], [2.209, 2.933, -2.529], [3.908, -6.385, 0.071], [3.633, -1.498, -0.543], [2.820, 3.253, 1.588], [0.971, 0.001, -2.257], [8.915, 3.267, 3.071], [-5.259, -0.485, -1.556], [-9.351, 0.254, -0.006], [-7.089, -1.725, -2.469], [-3.145, 1.045, -1.073], [4.943, 5.058, 1.187], [-2.973, -4.110, 1.890], [2.040, -5.411, -1.214], [5.630, -4.908, 1.079], [1.862, -2.377, -2.662], [8.600, 0.810, 2.825]],
  "mulliken_charge": [0.009, -0.438, -0.229, -0.445, 0.836, -0.204, -0.182, -0.212, -0.153, -0.253, -0.367, 0.425, 1.170, -0.470, 0.852, 0.723, 0.909, -0.667, -0.494, 0.866, -0.918, 0.606, -0.821, -1.308, -0.743, -0.846, -0.338, -0.559, -0.155, -1.152, -1.164, -0.187, -0.462, -1.070, -0.290, 0.488, 0.609, -0.980, 0.711, -0.171, 0.124, -0.099, 0.962, -0.991, -0.914, -0.621, 0.917, -1.065, -0.981, -0.692, -0.538, 0.796, -0.100, -0.393, -0.955, 0.829, -0.736, 0.834, 0.368, 0.093, 0.451, 0.468, 0.340, 0.482, 0.440, 0.312, 0.465, 0.522, 0.450, 0.519, 0.467, 0.415, 0.661, 0.455, 0.376, 0.406, -0.045, 0.408, 0.352, 0.527, 0.493, 0.493, 0.459, 0.540, 0.245, 0.536],
  "multiplicity": 1,
  "gap_ev": 7.19,
  "mol_weight_g_mol": 1181.558,
  "de_lowest_kj_mol": 0.0,
  "max_force_ev_per_a": 1.0,
  "charge": 1
}

***

{
  "formula": "C18H44ClNO2P2Pd",
  "method": "ωB97M-V/def2-TZVPD",
  "species": ["Pd", "Cl", "P", "P", "O", "O", "N", "C", "C", "C", "C", "C", "C", "C", "C", "C", "C", "C", "C", "C", "C", "C", "C", "C", "C", "H", "H", "H", "H", "H", "H", "H", "H", "H", "H", "H", "H", "H", "H", "H", "H", "H", "H", "H", "H", "H", "H", "H", "H", "H", "H", "H", "H", "H", "H", "H", "H", "H", "H", "H", "H", "H", "H", "H", "H", "H", "H", "H", "H"],
  "coordinates": [[-0.026, -0.007, 0.320], [0.881, -0.117, 2.524], [-0.377, -2.318, -0.311], [0.305, 2.383, -0.113], [-2.841, 0.621, 3.318], [-2.294, 0.925, 1.230], [-2.933, 0.302, 2.123], [1.946, 2.647, -0.937], [0.625, -3.117, -1.658], [2.319, 4.110, -1.221], [-0.938, 4.788, -1.137], [-0.806, 3.275, -1.334], [-0.077, -3.455, 1.122], [1.534, 3.223, 2.311], [-2.204, 2.662, -1.447], [0.758, -4.645, -1.579], [-3.180, -2.090, 0.071], [1.367, -3.398, 1.616], [-2.110, -2.676, -0.858], [2.014, -2.497, -1.821], [-1.063, -3.249, 2.271], [-2.418, -4.138, -1.190], [-0.947, 3.487, 2.139], [3.086, 1.901, -0.225], [0.372, 3.505, 1.376], [-1.448, 5.198, -2.019], [-2.795, -1.392, 0.825], [-0.867, 4.140, 3.026], [-0.171, -5.182, -1.373], [-1.892, -4.489, -2.082], [0.518, 4.506, 0.949], [2.543, -2.405, -0.863], [2.093, -3.766, 0.882], [-3.903, -1.524, -0.535], [-1.552, 5.038, -0.263], [2.745, 1.161, 0.514], [-2.173, 1.651, -1.863], [1.536, 2.165, 2.610], [2.280, 4.734, -0.316], [2.623, -3.132, -2.477], [-2.816, 3.285, -2.117], [3.670, 1.358, -0.983], [1.509, -4.946, -0.838], [0.021, -2.867, -2.546], [-3.751, -2.878, 0.581], [1.445, -4.029, 2.514], [1.689, 4.558, -1.999], [-2.134, -2.111, -1.804], [1.763, 2.148, -1.908], [-1.208, 2.473, 2.470], [-3.490, -4.230, -1.402], [1.410, 3.821, 3.221], [-0.698, -3.815, 3.138], [1.639, -2.377, 1.905], [-2.196, -4.812, -0.353], [-0.245, -4.466, 0.722], [-0.287, 3.099, -2.294], [-2.066, -3.622, 2.032], [3.353, 4.129, -1.590], [1.103, -0.051, -0.835], [2.513, 3.470, 1.893], [1.962, -1.506, -2.282], [-2.715, 2.617, -0.478], [0.013, 5.320, -1.051], [3.768, 2.606, 0.269], [1.111, -4.997, -2.557], [-0.440, -0.703, -1.140], [-1.775, 3.860, 1.523], [-1.131, -2.193, 2.562]],
  "mulliken_spin": [0.998, 0.257, 0.189, 0.093, 0.457, 0.181, 0.446, -0.010, -0.085, 0.005, 0.006, -0.002, 0.138, 0.002, 0.006, 0.008, 0.055, 0.040, -0.021, 0.105, 0.005, 0.017, 0.017, 0.034, 0.070, 0.001, 0.005, 0.001, 0.001, 0.001, -0.007, -0.024, 0.005, 0.001, 0.000, -0.013, 0.016, 0.010, 0.000, 0.013, 0.002, 0.009, -0.001, -0.008, 0.000, 0.000, -0.001, 0.001, 0.031, -0.001, 0.001, 0.000, 0.003, -0.002, -0.001, -0.020, 0.002, 0.002, 0.001, 0.522, 0.000, -0.012, -0.003, -0.001, 0.003, 0.000, 0.454, -0.001, 0.001],
  "multiplicity": 5,
  "gap_ev": [4.14, 6.26],
  "mol_weight_g_mol": 510.376,
  "max_force_ev_per_a": 5.5,
  "s2": 6.028
}

***

- Which formula does entry 1 have?
  C5H10O